<w>
Below is an isolated molecule of C6H6N2, with properties calculated with wB97M-V/def2-TZVPD.

## Properties
SMILES = C#CC1=N[C@@H]2C[C@@H]2N1
2S+1 = 1
E_LUMO = 0.7 eV
Orbital gap = 9.6 eV

Last column: Mulliken charge in e.
Atoms and positions in Å:
C (0.39, 1.80, 2.98)  -0.228
C (0.27, 0.87, 2.06)  -0.670
C (0.13, 0.35, 0.68)  0.922
C (-0.71, 0.09, -1.36)  0.112
C (-0.84, -1.24, -1.13)  -0.644
C (0.52, -0.73, -1.16)  -0.305
H (0.60, 2.84, 3.60)  0.308
H (-1.07, 0.68, -2.35)  0.280
H (-1.14, -1.54, -0.13)  0.197
H (-1.16, -1.65, -2.01)  0.324
H (1.30, -1.24, -1.79)  0.383
H (1.71, -0.41, 0.46)  0.294
N (-0.80, 0.84, -0.09)  -0.612
N (0.81, -0.67, 0.23)  -0.360

=====

<x>
Below is an isolated molecule of C6H6N2, with properties calculated with wB97M-V/def2-TZVPD.

## Properties
SMILES = [H]/N=C(C#C)\N=C/C=C
2S+1 = 1
E_LUMO = -0.8 eV
Orbital gap = 7.6 eV

Last column: Mulliken charge in e.
Atoms and positions in Å:
C (-0.10, 1.11, 0.00)  0.476
C (-1.05, -0.51, 1.20)  0.080
C (-0.80, -0.79, -0.42)  -0.413
C (0.18, -1.57, -0.90)  -0.513
N (-0.78, 0.61, 1.62)  -0.567
N (-0.70, 1.99, -0.67)  -0.694
C (1.29, 1.06, 0.25)  -0.706
C (2.46, 1.02, 0.51)  0.466
H (-1.70, 1.99, -0.81)  0.250
H (-1.71, -1.28, 1.60)  0.378
H (-1.78, -0.84, -0.91)  0.354
H (0.01, -2.29, -1.69)  0.285
H (1.20, -1.44, -0.58)  0.188
H (3.48, 0.93, 0.80)  0.416

=====

Name the least stable of them. <x>.

=====

<w>
Below is an isolated molecule of C5H5BrO2, with properties calculated with wB97M-V/def2-TZVPD.

## Properties
SMILES = O=C[C@]1(Br)CC=CO1
2S+1 = 1
E_LUMO = 0.6 eV
Orbital gap = 9.7 eV

Last column: Mulliken charge in e.
Atoms and positions in Å:
C (-1.48, 0.62, -0.42)  -0.267
C (-0.81, 0.23, -1.51)  -0.424
C (1.13, -1.39, 0.58)  -0.287
C (-0.48, 0.54, 0.72)  -0.599
C (0.87, -0.03, -0.04)  0.672
O (0.57, -2.38, 0.27)  -0.423
O (0.44, -0.16, -1.39)  -0.398
Br (2.39, 1.07, 0.35)  -0.122
H (-2.42, 1.11, -0.23)  0.347
H (-1.06, 0.42, -2.48)  0.474
H (1.79, -1.19, 1.38)  0.393
H (-0.32, 1.46, 1.33)  0.391
H (-0.63, -0.31, 1.45)  0.244

=====

<x>
Below is an isolated molecule of C5H5BrO2, with properties calculated with wB97M-V/def2-TZVPD.

## Properties
SMILES = O=C1[C@H]2[C@@H]1OC[C@@H]2Br
2S+1 = 1
E_LUMO = 0.2 eV
Orbital gap = 9.6 eV

Last column: Mulliken charge in e.
Atoms and positions in Å:
C (0.07, 0.26, -1.63)  0.372
C (-0.58, 0.74, 0.97)  -0.750
C (0.56, -0.81, -0.72)  -0.338
C (1.05, 0.64, -0.61)  -0.272
C (-0.57, -0.74, 0.72)  -0.175
O (-0.71, 0.42, -2.49)  -0.482
O (0.67, 1.34, 0.54)  -0.384
Br (0.22, -1.66, 2.23)  -0.137
H (-1.30, 0.95, 0.18)  0.339
H (-0.93, 0.87, 1.94)  0.500
H (1.03, -1.76, -0.68)  0.469
H (2.00, 0.96, -0.92)  0.438
H (-1.51, -1.20, 0.46)  0.419

=====

Name the least stable of them. <x>.

=====

<w>
Below is a cluster of 3 separate species, C6H17NO2 in total, with properties calculated with wB97M-V/def2-TZVPD.

## Properties
2S+1 = 1
E_LUMO (alpha / beta) = 0.0 / 0.0 eV
Orbital gap (alpha / beta) = 8.1 / 8.1 eV

Last column: Mulliken charge in e.
Atoms and positions in Å:
C (-1.06, -0.41, -0.54)  0.732
C (-1.57, 1.33, 1.98)  -0.732
C (-1.62, 0.70, -1.35)  -1.212
C (-0.68, -1.69, -1.19)  -1.433
O (-0.46, 0.59, 1.59)  -0.691
H (-1.59, -0.58, 0.39)  0.344
H (-1.50, 2.40, 1.70)  0.237
H (-1.71, 1.28, 3.06)  0.264
H (-2.51, 0.94, 1.53)  0.219
H (-1.18, 0.74, -2.35)  0.374
H (-2.70, 0.58, -1.44)  0.377
H (-1.43, 1.66, -0.86)  0.347
H (-1.60, -2.25, -1.39)  0.434
H (-0.14, -1.55, -2.13)  0.321
H (-0.08, -2.31, -0.52)  0.310
C (2.20, -0.43, -0.41)  -0.451
C (2.19, -0.87, 1.05)  -1.086
N (1.04, 0.41, -0.75)  -0.054
O (1.03, 1.60, -0.02)  -0.558
H (0.38, 1.29, 0.82)  0.415
H (1.12, 0.68, -1.73)  0.260
H (3.12, 0.13, -0.62)  0.333
H (2.18, -1.29, -1.08)  0.331
H (2.26, -0.01, 1.71)  0.296
H (1.27, -1.40, 1.31)  0.214
H (3.05, -1.53, 1.24)  0.411

=====

<x>
Below is a cluster of 2 separate species, C6H17NO2 in total, with properties calculated with wB97M-V/def2-TZVPD.

## Properties
SMILES = CCN[C@@H](C)[C@@H](C)O.O
2S+1 = 1
E_LUMO = 0.7 eV
Orbital gap = 8.9 eV

Last column: Mulliken charge in e.
Atoms and positions in Å:
C (1.92, 0.91, -0.06)  -0.528
N (1.21, -0.20, -0.72)  -0.406
C (0.42, -1.14, 0.06)  0.298
C (-1.14, -0.85, 0.06)  0.153
C (-1.92, -1.87, 0.85)  -1.555
O (-1.47, 0.47, 0.52)  -0.536
C (0.96, -1.33, 1.47)  -1.776
C (1.10, 2.22, 0.20)  -0.994
H (2.32, 0.61, 0.90)  0.186
H (2.75, 1.11, -0.72)  0.505
H (0.65, 0.22, -1.44)  0.354
H (0.39, -2.09, -0.48)  0.370
H (-1.33, -0.83, -1.02)  0.282
H (-1.63, -1.83, 1.90)  0.375
H (-1.84, -2.91, 0.53)  0.366
H (-2.98, -1.63, 0.77)  0.370
H (-1.08, 0.56, 1.39)  0.391
H (2.04, -1.29, 1.48)  0.434
H (0.56, -2.20, 1.95)  0.391
H (0.56, -0.54, 2.13)  0.441
H (1.52, 2.99, -0.46)  0.296
H (0.09, 2.06, -0.11)  0.267
H (1.23, 2.51, 1.24)  0.313
H (-1.50, 1.35, -1.57)  0.336
H (-1.33, 0.61, -2.81)  0.315
O (-0.88, 1.30, -2.32)  -0.647

=====

Name the least stable of them. <w>.

=====

<w>
Below is a structure of composition C32H28N7S3Ti, with properties calculated with wB97M-V/def2-TZVPD.

## Properties
<S²> = 2.02
Charge = -1
2S+1 = 3
E_LUMO (alpha / beta) = 1.8 / 1.7 eV
Orbital gap (alpha / beta) = 4.5 / 6.1 eV

Last column: Löwdin spin population.
Atoms and positions in Å:
Ti (-0.60, -0.43, 0.19)  0.978
N (3.15, 0.43, -2.13)  0.021
C (1.99, 0.37, -1.37)  0.041
S (0.81, -0.80, -1.86)  0.013
N (1.93, 1.27, -0.43)  0.014
N (0.74, 1.20, 0.29)  0.199
C (0.49, 2.21, 1.10)  0.078
C (1.44, 3.32, 1.34)  0.007
C (1.04, 4.64, 1.11)  0.007
C (1.92, 5.69, 1.35)  0.000
C (3.20, 5.43, 1.83)  0.004
C (3.60, 4.12, 2.05)  0.000
C (2.73, 3.07, 1.80)  0.005
C (-0.79, 2.17, 1.73)  0.135
C (-1.26, 3.10, 2.69)  0.012
C (-2.54, 3.01, 3.15)  0.090
C (-3.38, 1.97, 2.65)  0.066
C (-2.86, 1.06, 1.79)  0.036
N (-1.57, 1.10, 1.36)  0.148
H (3.40, -0.41, -2.61)  0.002
H (3.90, 0.92, -1.67)  0.001
H (0.05, 4.82, 0.73)  0.001
H (1.60, 6.71, 1.16)  0.000
H (3.88, 6.25, 2.01)  0.000
H (4.60, 3.91, 2.41)  0.000
H (3.04, 2.04, 1.95)  0.000
H (-0.60, 3.88, 3.03)  -0.002
H (-2.91, 3.72, 3.87)  0.005
H (-4.42, 1.88, 2.95)  0.004
H (-3.43, 0.23, 1.39)  0.002
S (-2.68, -1.45, -1.24)  0.011
C (-2.68, 0.19, -1.80)  0.008
N (-1.67, 0.95, -1.48)  0.015
C (-1.82, 2.24, -1.96)  0.001
C (-0.87, 3.25, -1.83)  0.000
C (-1.16, 4.50, -2.36)  0.001
C (-2.37, 4.73, -3.03)  0.000
C (-3.30, 3.72, -3.19)  0.001
C (-3.01, 2.47, -2.65)  0.000
S (-3.93, 0.99, -2.70)  0.004
H (0.08, 3.05, -1.34)  0.000
H (-0.43, 5.30, -2.27)  0.000
H (-2.57, 5.71, -3.44)  0.000
H (-4.22, 3.90, -3.72)  0.000
C (4.45, -2.25, 1.08)  0.002
C (3.36, -2.33, 2.15)  0.004
C (3.76, -1.44, 3.34)  0.001
C (3.22, -3.78, 2.63)  0.002
C (2.09, -1.85, 1.60)  0.022
C (1.07, -1.40, 1.10)  -0.005
H (5.41, -2.60, 1.47)  0.000
H (4.57, -1.22, 0.74)  0.000
H (4.18, -2.85, 0.21)  0.000
H (4.69, -1.80, 3.79)  0.000
H (2.98, -1.44, 4.10)  0.000
H (3.91, -0.41, 3.01)  0.000
H (4.17, -4.14, 3.04)  0.000
H (2.93, -4.43, 1.81)  0.000
H (2.46, -3.85, 3.40)  0.000
N (-2.93, -5.35, 5.42)  0.008
C (-2.61, -4.58, 4.63)  0.003
C (-2.20, -3.62, 3.63)  0.018
C (-2.15, -3.97, 2.29)  -0.002
C (-1.77, -3.01, 1.37)  0.017
N (-1.46, -1.75, 1.69)  0.006
C (-1.49, -1.44, 2.99)  0.019
C (-1.87, -2.32, 3.98)  -0.002
H (-2.39, -4.96, 1.94)  0.000
H (-1.70, -3.27, 0.32)  0.001
H (-1.20, -0.42, 3.24)  0.001
H (-1.88, -1.98, 5.01)  0.000

=====

<x>
Below is a structure of composition C32H28N7S3Ti, with properties calculated with wB97M-V/def2-TZVPD.

## Properties
<S²> = 2.03
Charge = -1
2S+1 = 3
E_LUMO (alpha / beta) = 2.4 / 1.7 eV
Orbital gap (alpha / beta) = 5.2 / 6.6 eV

Last column: Löwdin spin population.
Atoms and positions in Å:
Ti (0.71, -0.07, -0.98)  0.467
N (-2.07, -0.03, -4.45)  0.012
C (-1.32, -0.19, -3.31)  0.020
S (0.39, -0.37, -3.52)  0.007
N (-1.99, -0.21, -2.19)  0.008
N (-1.26, -0.37, -1.05)  0.117
C (-1.92, -0.68, 0.06)  0.142
C (-3.38, -0.95, 0.09)  0.015
C (-3.83, -2.22, 0.46)  0.011
C (-5.18, -2.50, 0.50)  0.000
C (-6.11, -1.52, 0.16)  0.007
C (-5.67, -0.26, -0.21)  0.000
C (-4.31, 0.02, -0.26)  0.010
C (-1.10, -0.91, 1.19)  0.080
C (-1.59, -1.15, 2.50)  0.023
C (-0.70, -1.43, 3.50)  0.049
C (0.67, -1.47, 3.21)  0.052
C (1.09, -1.16, 1.94)  0.025
N (0.24, -0.86, 0.95)  0.082
H (-1.58, 0.33, -5.25)  0.001
H (-3.02, 0.26, -4.31)  0.000
H (-3.10, -2.98, 0.72)  0.001
H (-5.52, -3.49, 0.79)  0.000
H (-7.17, -1.74, 0.19)  0.001
H (-6.38, 0.51, -0.48)  0.000
H (-3.96, 1.00, -0.57)  0.001
H (-2.65, -1.12, 2.68)  0.000
H (-1.05, -1.61, 4.51)  0.002
H (1.40, -1.69, 3.98)  0.003
H (2.14, -1.12, 1.69)  0.001
S (3.46, -0.77, -1.78)  0.003
C (2.58, -2.15, -1.46)  0.005
N (1.28, -2.15, -1.24)  0.009
C (0.74, -3.41, -1.12)  0.001
C (-0.61, -3.72, -1.02)  0.000
C (-0.99, -5.05, -0.90)  0.000
C (-0.04, -6.07, -0.90)  0.000
C (1.30, -5.78, -1.03)  0.000
C (1.69, -4.45, -1.15)  0.000
S (3.28, -3.79, -1.40)  0.002
H (-1.35, -2.93, -1.06)  0.000
H (-2.04, -5.30, -0.84)  0.000
H (-0.36, -7.10, -0.80)  0.000
H (2.05, -6.56, -1.05)  0.000
C (3.28, 4.08, 1.23)  0.003
C (3.44, 2.65, 1.76)  0.005
C (2.92, 2.58, 3.21)  0.002
C (4.91, 2.23, 1.72)  0.001
C (2.65, 1.73, 0.92)  0.025
C (2.01, 0.96, 0.23)  -0.003
H (3.89, 4.78, 1.82)  0.000
H (2.24, 4.40, 1.28)  0.000
H (3.61, 4.13, 0.19)  0.000
H (3.50, 3.24, 3.85)  0.000
H (3.00, 1.56, 3.59)  0.000
H (1.87, 2.88, 3.25)  0.000
H (5.52, 2.91, 2.33)  0.000
H (5.28, 2.26, 0.69)  0.000
H (5.03, 1.21, 2.10)  0.000
N (0.57, 7.22, -1.00)  0.121
C (0.48, 6.07, -1.09)  0.049
C (0.36, 4.67, -1.21)  0.196
C (-0.43, 3.90, -0.32)  0.035
C (-0.45, 2.54, -0.42)  0.099
N (0.27, 1.84, -1.35)  0.151
C (1.00, 2.58, -2.24)  0.100
C (1.08, 3.94, -2.20)  0.043
H (-1.00, 4.39, 0.46)  0.000
H (-1.03, 1.96, 0.28)  0.008
H (1.56, 2.02, -2.97)  0.005
H (1.69, 4.47, -2.92)  0.000

=====

Name the least stable of them. <x>.